(1)
# C2H4Br2NO3

2 unconnected molecules or ions with the total composition C2H4Br2NO3 at a distorted geometry (wB97M-V/def2-TZVPD, OMol25).

Properties
total charge	-1
molecular weight	249.9	g mol⁻¹
HOMO energy	-0.14809	hartree
HOMO-LUMO gap	6.95	eV
ΔE to the lowest compared entry with this formula, charge and spin	0.000	eV

Each line ends with the natural charge from an NBO analysis.
Geometry (Å):
N 11.371 19.390 -8.100  0.718
O 10.365 18.615 -8.077  -0.625
O 11.144 20.532 -8.342  -0.544
O 12.498 19.046 -7.885  -0.544
Br 11.612 17.964 -3.292  -0.075
C 10.590 19.321 -4.354  -0.411
C 9.082 19.134 -4.312  -0.459
Br 8.365 20.302 -5.704  0.032
H 10.973 19.139 -5.358  0.255
H 10.834 20.345 -4.072  0.216
H 8.897 19.448 -3.285  0.206
H 8.737 18.119 -4.507  0.230

***

(2)
# C2H4BrCl2V

A molecular structure, C2H4BrCl2V at a distorted geometry (wB97M-V/def2-TZVPD, OMol25).

Properties
total charge	+1
2S+1	4
molecular weight	229.8	g mol⁻¹
HOMO energy (spin up / spin down)	-0.48110 / -0.48111	hartree
HOMO-LUMO gap (spin up / spin down)	5.58 / 5.83	eV
ΔE to the lowest compared entry with this formula, charge and spin	0.475	eV

Each line ends with the natural charge from an NBO analysis.
Geometry (Å):
V -0.159 -2.960 -3.309  1.533
Br -1.915 -1.592 -2.062  -0.535
Cl 1.756 0.476 2.208  -0.023
C 0.274 0.166 1.294  -0.407
C 0.018 0.979 0.058  -0.375
Cl 1.401 0.769 -1.081  -0.087
H -0.522 0.418 1.995  0.233
H 0.244 -0.902 1.080  0.207
H -0.231 2.014 0.294  0.235
H -0.867 0.633 -0.477  0.220

***

(3)
# C2H4BrClO2

2 unconnected molecules or ions with the total composition C2H4BrClO2 at a distorted geometry (wB97M-V/def2-TZVPD, OMol25).

Properties
total charge	0
molecular weight	175.4	g mol⁻¹
HOMO energy	-0.33019	hartree
HOMO-LUMO gap	7.17	eV
ΔE to the lowest compared entry with this formula, charge and spin	1.664	eV

Each line ends with the natural charge from an NBO analysis.
Geometry (Å):
C -0.765 0.452 0.275  -0.198
C 0.031 -0.600 -0.348  0.530
O -0.443 0.637 1.585  -0.724
O -0.034 -0.580 -1.631  -0.625
Cl 0.341 -2.138 0.342  0.119
Br 2.472 0.915 0.210  -0.629
H -1.890 0.415 0.340  0.250
H -0.649 1.320 -0.295  0.221
H 0.539 0.713 1.800  0.515
H 0.398 -1.135 -2.279  0.540

***

(4)
# C2H4BrI

A single C2H4BrI molecule at a distorted geometry (wB97M-V/def2-TZVPD, OMol25).

Properties
total charge	0
molecular weight	234.9	g mol⁻¹
HOMO energy	-0.36173	hartree
HOMO-LUMO gap	9.99	eV
structure (SMILES)	BrCCI
ΔE to the lowest compared entry with this formula, charge and spin	0.704	eV

Each line ends with the natural charge from an NBO analysis.
Geometry (Å):
Br -1.893 1.543 -0.099  -0.029
C -0.232 0.584 0.513  -0.422
C 0.153 -0.556 -0.488  -0.547
I 2.049 -1.368 0.192  0.082
H 0.640 1.250 0.458  0.223
H -0.340 0.073 1.393  0.209
H 0.370 -0.216 -1.590  0.246
H -0.747 -1.311 -0.379  0.239

***

(5)
# C2H4BrN2

A gas-phase ion, C2H4BrN2 (charge +1) at a distorted geometry (wB97M-V/def2-TZVPD, OMol25).

Properties
total charge	+1
molecular weight	136.0	g mol⁻¹
HOMO energy	-0.57594	hartree
HOMO-LUMO gap	9.93	eV
structure (SMILES)	C=NC(=[NH2+])Br
ΔE to the lowest compared entry with this formula, charge and spin	0.637	eV

Each line ends with the natural charge from an NBO analysis.
Geometry (Å):
C -1.391 0.836 0.871  0.142
N -0.453 0.098 0.480  -0.417
C 0.302 -0.324 -0.467  0.511
N 1.605 -0.327 -0.446  -0.720
Br -0.536 -1.560 -1.862  0.153
H -1.958 1.723 0.512  0.234
H -1.877 0.601 1.833  0.213
H 2.319 -0.101 0.204  0.453
H 1.987 -0.946 -1.125  0.430

***

(6)
# C2H4BrNO2

A single C2H4BrNO2 molecule at a distorted geometry (wB97M-V/def2-TZVPD, OMol25).

Properties
total charge	0
molecular weight	154.0	g mol⁻¹
HOMO energy	-0.36081	hartree
HOMO-LUMO gap	8.48	eV
structure (SMILES)	CON(Br)C=O
ΔE to the lowest compared entry with this formula, charge and spin	3.525	eV

Each line ends with the natural charge from an NBO analysis.
Geometry (Å):
C -0.011 -1.091 0.115  -0.267
O -0.865 -0.556 1.137  -0.315
N -1.688 0.391 0.767  -0.144
Br -3.389 -0.158 -0.392  0.061
C -1.356 1.716 0.753  0.475
O -2.068 2.610 0.403  -0.546
H 0.636 -1.728 0.762  0.212
H 0.491 -0.259 -0.436  0.188
H -0.627 -1.659 -0.516  0.198
H -0.304 1.791 1.019  0.138

***

(7)
# C2H4BrNO2

2 unconnected molecules or ions with the total composition C2H4BrNO2 at a distorted geometry (wB97M-V/def2-TZVPD, OMol25).

Properties
total charge	0
molecular weight	154.0	g mol⁻¹
HOMO energy (spin up / spin down)	-0.33325 / -0.36143	hartree
HOMO-LUMO gap (spin up / spin down)	6.75 / 9.69	eV
ΔE to the lowest compared entry with this formula, charge and spin	6.932	eV

Each line ends with the natural charge from an NBO analysis.
Geometry (Å):
C 1.694 -0.237 -0.234  -0.479
C -1.112 0.817 0.028  -0.093
N -0.997 -0.513 0.580  0.420
O -1.000 -1.452 -0.218  -0.390
O -0.978 -0.654 1.823  -0.371
Br -1.422 0.981 -1.814  0.175
H 1.597 0.316 0.665  0.165
H 2.244 0.184 -1.042  0.167
H 1.102 -1.126 -0.404  0.186
H -1.127 1.684 0.616  0.220

***

(8)
# C2H4BrNO3

2 unconnected molecules or ions with the total composition C2H4BrNO3 at a distorted geometry (wB97M-V/def2-TZVPD, OMol25).

Properties
total charge	0
molecular weight	170.0	g mol⁻¹
HOMO energy	-0.35904	hartree
HOMO-LUMO gap	9.48	eV
ΔE to the lowest compared entry with this formula, charge and spin	1.586	eV

Each line ends with the natural charge from an NBO analysis.
Geometry (Å):
C -0.090 1.403 -0.278  -0.731
C 0.194 0.209 0.565  0.447
N 0.005 -1.470 -0.745  0.464
O 0.555 -1.683 -1.757  -0.305
O -0.677 -2.187 -0.014  -0.427
O -0.652 -0.273 1.449  -0.693
Br 2.129 0.017 1.088  -0.014
H -0.029 2.287 0.285  0.252
H 0.549 1.745 -1.032  0.262
H -1.131 1.172 -0.589  0.244
H -0.853 -1.221 1.028  0.502